Record 1
{"formula": "C45H49Cl3FN6O5SSr", "method": "ωB97M-V with the def2-TZVPD basis set", "symbols": ["Sr", "Cl", "Cl", "Cl", "S", "F", "O", "O", "O", "O", "O", "N", "N", "N", "N", "N", "N", "C", "C", "C", "C", "C", "C", "C", "C", "C", "C", "C", "C", "C", "C", "C", "C", "C", "C", "C", "C", "C", "C", "C", "C", "C", "C", "C", "C", "C", "C", "C", "C", "C", "C", "C", "C", "C", "C", "C", "C", "C", "C", "C", "C", "C", "H", "H", "H", "H", "H", "H", "H", "H", "H", "H", "H", "H", "H", "H", "H", "H", "H", "H", "H", "H", "H", "H", "H", "H", "H", "H", "H", "H", "H", "H", "H", "H", "H", "H", "H", "H", "H", "H", "H", "H", "H", "H", "H", "H", "H", "H", "H", "H", "H"], "positions_angstrom": [[-2.86685, 0.28553, -1.22129], [6.29084, 1.22334, 3.39126], [7.28078, 5.06608, -0.16662], [4.83758, 1.89950, -1.67590], [6.95784, 0.00997, -0.76742], [-3.22974, -1.35627, -2.87790], [-2.30654, 2.32621, -1.98333], [-6.63506, -0.42459, 0.77302], [-4.94267, -0.59808, -0.67377], [-2.46195, 4.53564, -1.75167], [3.02998, 0.35624, 2.07750], [0.96679, 2.32646, 2.16898], [0.61615, 2.93760, -2.27084], [-0.28395, -0.82371, -3.33873], [-0.69870, 1.71323, 0.85486], [-1.93727, -1.90960, -0.51787], [-4.35037, 1.88795, -0.48566], [-4.40474, -4.76843, -2.33920], [-5.41030, 1.52385, 0.20533], [1.99224, 2.26745, 3.17468], [5.34151, 0.63019, -0.65212], [-3.41026, -2.60194, -2.27277], [0.63974, -3.19241, 1.79918], [-3.24849, -0.00437, 2.79672], [1.91896, 0.24454, -3.02612], [3.88168, 3.41917, 1.08531], [-4.22508, -3.50950, -2.89770], [-2.97888, -4.12539, -0.50676], [0.45914, 3.46413, 1.59548], [4.59826, -0.00875, 0.29443], [-6.20461, 2.45377, 0.86791], [-0.03576, -2.92924, 0.61587], [1.97702, -3.10759, -0.92485], [-0.56280, 3.06461, 0.78774], [-4.78388, 4.16269, -0.02525], [-1.80531, -1.89352, 1.91969], [0.34064, -4.99298, -0.73621], [-5.70456, 0.01831, 0.10741], [-2.82899, 3.37929, -1.54064], [6.58811, 3.16348, 1.59741], [0.22197, 1.30021, 1.68434], [-4.18293, -2.31963, 2.58026], [-5.86611, 3.79409, 0.76154], [5.66672, 2.36995, 2.26002], [-2.73983, -2.83883, -1.05814], [1.10856, -0.83348, -3.75273], [0.50999, -3.47130, -0.69024], [-3.18995, -1.30831, 2.00210], [0.65964, 2.35099, -3.60783], [-3.77444, -5.05557, -1.13717], [-1.26491, -2.24146, 0.66385], [-4.03850, 3.15952, -0.63396], [3.31859, 1.57286, 2.74620], [5.35502, -1.01962, 0.94511], [4.78435, 4.22159, 0.41121], [6.62463, -1.11914, 0.48954], [4.29402, 2.47728, 2.02363], [3.17624, 0.30077, 0.67251], [0.12674, -2.81394, 3.02577], [1.96466, 1.56883, -3.78491], [6.13777, 4.08750, 0.66933], [-1.10069, -2.17897, 3.07821], [1.58695, -1.81595, -3.58548], [-3.92081, -6.02623, -0.67974], [-5.02569, -5.50179, -2.82933], [7.39956, -1.78405, 0.81146], [-0.81050, -1.53123, -3.84435], [-2.52568, -4.36057, 0.44658], [-0.18095, 1.66185, -3.70911], [-3.01522, -0.16819, 3.84916], [-2.55101, 0.72591, 2.38533], [2.83367, 1.21074, 0.17124], [4.43776, 4.92706, -0.32668], [-6.45897, 4.54587, 1.26810], [-4.16192, -3.24216, 2.00620], [-0.35396, -1.03576, -2.34498], [-0.35179, 2.94093, -1.96585], [0.84104, 4.43902, 1.82436], [1.45958, 0.43087, -2.05392], [1.12961, -0.65191, -4.83268], [-0.71476, -5.24543, -0.76404], [2.15536, 1.38764, -4.84609], [3.79957, 1.25845, 3.68462], [-5.18258, -1.90110, 2.50678], [-7.05184, 2.11269, 1.44632], [-1.18956, 3.67306, 0.17166], [-3.50954, -1.08870, 0.98442], [-0.08356, -3.04489, -1.50343], [-3.96265, -2.54142, 3.62468], [0.79573, -5.45609, 0.13693], [2.78710, 2.17818, -3.40507], [0.58444, 3.11335, -4.39807], [2.93477, -0.12527, -2.86735], [2.10861, -2.02897, -0.94312], [-1.52506, -1.92651, 4.04129], [1.60067, 1.69287, 4.02110], [1.58254, -3.72141, 1.76941], [2.83329, 3.52604, 0.85680], [-4.72259, -3.22545, -3.81345], [2.52681, -0.52562, 0.36785], [0.91058, 3.90802, -2.30438], [0.81082, -5.39462, -1.63152], [0.66086, -3.05504, 3.93667], [2.21349, 3.28341, 3.51436], [2.30635, -3.50624, -1.88385], [-4.25942, 0.39623, 2.73269], [4.94104, -1.62870, 1.72660], [0.37649, 0.27899, 1.97170], [-4.51056, 5.19487, -0.17976], [7.64201, 3.05514, 1.79819], [2.61790, -3.52410, -0.15106]], "forces_ev_per_angstrom": [[2.272, -1.623, -0.078], [0.145, -0.171, 0.229], [0.207, 0.178, -0.186], [0.020, -0.081, -0.320], [-0.500, 0.084, 0.211], [-0.142, -0.777, -0.493], [0.563, 0.619, -0.724], [-0.264, 0.057, 0.283], [-0.211, -0.501, -0.316], [-0.044, 0.166, 0.152], [-0.041, -0.034, 0.334], [-0.143, 0.002, -0.250], [-0.030, 0.061, 0.097], [-0.394, 0.031, 0.122], [-0.392, -0.545, -0.333], [0.413, 0.205, 0.097], [-1.128, 1.211, 0.444], [-0.017, -0.094, -0.004], [-0.684, -0.175, 0.218], [0.526, -0.477, 0.270], [0.286, -0.382, 0.092], [-0.183, -0.512, -0.100], [0.135, 0.029, 0.010], [0.026, -0.072, -0.195], [0.068, -0.032, -0.453], [0.138, 0.070, 0.170], [0.118, 0.255, -0.069], [-0.071, 0.219, -0.041], [-0.293, 0.285, -0.153], [-0.098, 0.319, -0.245], [0.101, -0.193, 0.072], [-0.026, 0.067, -0.040], [-0.279, 0.014, -0.041], [0.289, 0.368, 0.219], [0.234, 0.023, -0.110], [-0.017, -0.003, -0.218], [-0.076, 0.206, -0.121], [-0.788, 0.245, 0.625], [-0.265, 1.336, 0.030], [-0.028, 0.024, -0.042], [0.036, -0.246, 0.090], [0.008, 0.173, -0.271], [-0.001, -0.116, -0.091], [-0.130, 0.300, -0.222], [0.115, -0.460, 0.029], [0.330, -0.245, 0.014], [0.080, -0.045, -0.033], [-0.028, 0.140, 0.219], [0.359, 0.090, -0.192], [-0.184, -0.110, -0.088], [0.139, -0.195, 0.119], [-0.005, 0.636, 0.061], [-0.176, 0.242, 0.328], [0.137, -0.078, -0.089], [0.135, 0.139, 0.146], [0.088, 0.164, -0.241], [0.091, -0.120, 0.089], [-0.031, -0.129, -0.372], [0.045, -0.065, 0.140], [-0.254, 0.028, 0.127], [-0.384, -0.213, 0.296], [0.096, 0.009, 0.069], [-0.091, 0.151, -0.047], [0.010, -0.036, 0.044], [-0.093, -0.027, -0.045], [0.154, -0.204, 0.108], [-0.017, 0.090, 0.233], [0.056, -0.006, 0.013], [0.004, 0.141, -0.078], [0.049, 0.025, 0.098], [-0.003, 0.090, 0.079], [-0.088, -0.096, 0.006], [-0.010, 0.079, -0.077], [0.008, 0.026, -0.022], [-0.024, -0.141, -0.010], [-0.089, -0.217, -0.097], [0.019, 0.091, 0.018], [0.099, 0.159, 0.062], [0.094, -0.015, 0.224], [0.097, -0.005, 0.035], [-0.051, -0.144, 0.055], [0.048, -0.070, -0.059], [-0.175, 0.204, -0.223], [-0.218, -0.021, 0.034], [0.000, -0.056, -0.050], [-0.100, 0.238, -0.155], [-0.077, -0.190, 0.132], [0.049, -0.019, 0.079], [0.083, -0.028, 0.106], [0.084, -0.099, 0.099], [-0.019, 0.083, -0.069], [-0.103, -0.107, 0.058], [0.029, -0.011, 0.090], [0.087, 0.136, -0.045], [-0.075, 0.057, 0.059], [0.054, 0.137, -0.073], [0.109, -0.078, -0.028], [-0.127, -0.047, -0.060], [0.000, 0.047, -0.100], [0.037, 0.168, -0.030], [-0.030, -0.098, 0.026], [0.071, -0.111, -0.124], [0.032, 0.050, 0.018], [-0.092, -0.139, -0.002], [0.078, -0.012, -0.067], [-0.089, 0.117, 0.077], [-0.053, -0.143, 0.206], [0.090, -0.284, 0.134], [0.081, 0.054, -0.020], [0.075, -0.016, 0.008], [0.130, -0.029, 0.107]], "lumo_ha": 0.0669, "homo_lumo_gap_ev": 6.1, "max_force_ev_per_a": 2.8, "charge": -1, "e_above_lowest_kcal_mol": 29.73, "multiplicity": 1}



Record 2
{"formula": "C45H49F6NO6", "method": "ωB97M-V with the def2-TZVPD basis set", "symbols": ["F", "F", "F", "F", "F", "F", "O", "O", "O", "O", "O", "O", "N", "C", "C", "C", "C", "C", "C", "C", "C", "C", "C", "C", "C", "C", "C", "C", "C", "C", "C", "C", "C", "C", "C", "C", "C", "C", "C", "C", "C", "C", "C", "C", "C", "C", "C", "C", "C", "C", "C", "C", "C", "C", "C", "C", "C", "C", "H", "H", "H", "H", "H", "H", "H", "H", "H", "H", "H", "H", "H", "H", "H", "H", "H", "H", "H", "H", "H", "H", "H", "H", "H", "H", "H", "H", "H", "H", "H", "H", "H", "H", "H", "H", "H", "H", "H", "H", "H", "H", "H", "H", "H", "H", "H", "H", "H"], "positions_angstrom": [[5.86814, -0.68740, 4.60280], [-1.57248, 2.83615, -2.38902], [-6.03940, -2.36944, -2.18903], [-8.02875, 1.66019, -2.13901], [-3.34570, 0.10940, 2.12523], [6.73357, 1.10824, -3.43686], [0.97479, 1.98744, 2.26087], [2.35153, 3.74075, 2.55655], [0.10211, -1.28085, 0.57266], [1.14790, -0.35442, -1.06156], [4.83606, 1.04112, 0.22483], [5.27767, -1.16212, 0.21373], [0.26312, -0.38758, -0.23676], [4.49689, -1.73619, -3.72380], [-5.05882, -1.51142, 2.01736], [4.53935, -0.46686, 4.64357], [-2.65248, -2.93257, -1.05034], [-4.78171, 3.12311, -0.11539], [4.39190, 0.98550, -3.20075], [-3.71577, -1.19135, 2.13648], [-3.79783, -2.26565, -1.46174], [7.05817, 0.33541, -0.18394], [-6.04810, 1.26677, -0.94013], [3.74927, -0.92851, 3.60941], [2.38311, -0.68808, 3.64864], [-6.81852, 3.51067, -1.34950], [-3.10326, -3.47838, 2.31484], [-1.99611, 1.99116, -3.35028], [-2.53660, -4.30762, -1.22661], [2.65230, 0.52226, 5.70249], [-4.83561, -4.38279, -1.97947], [4.06047, 3.51551, 4.24693], [-2.74854, -2.14408, 2.33912], [3.22536, 0.24981, -3.29631], [-0.67387, 0.79029, -0.17345], [-5.39762, -2.85487, 1.97211], [-3.34390, 1.86624, -3.59650], [5.60223, 0.36783, -3.45361], [-3.64360, -5.02577, -1.67158], [-2.86430, 0.23612, -5.29106], [-5.73417, 3.98647, -0.63267], [3.27886, -1.12167, -3.49984], [1.82823, -0.01158, 4.72583], [4.02367, 0.32506, 5.65098], [-4.42955, -3.83788, 2.10324], [-1.50192, 0.37492, -5.03677], [1.21841, 3.16374, 2.17084], [-1.06287, 1.30670, -4.11134], [0.21582, 4.19191, 1.72052], [-6.97206, 2.14763, -1.45835], [-4.95002, 1.76306, -0.26317], [-3.78737, 0.97982, -4.56936], [3.81165, -3.03581, 0.40797], [3.88961, -1.56406, 0.15840], [-4.90144, -3.00536, -1.86132], [5.59727, 0.12109, 0.08573], [5.66960, -0.97559, -3.72558], [3.47538, 2.94011, 2.97624], [3.33563, 3.53074, 5.05562], [6.60517, -1.47615, -3.94314], [-0.73178, 0.99763, 0.89269], [3.35139, -0.97117, 0.90402], [4.39324, 2.01559, -2.86471], [-4.22957, 1.01462, 0.04069], [-1.65146, -4.85040, -0.92546], [-5.72966, -4.90236, -2.30456], [-7.52023, 4.17183, -1.84037], [4.95786, 2.94515, 4.48480], [-5.56378, 5.05293, -0.54580], [-3.90126, 3.51366, 0.37731], [7.21769, 0.33647, -1.25965], [-3.20738, -0.52719, -5.97838], [0.76867, 0.20626, 4.71248], [-4.72853, -4.87689, 2.11039], [-3.59439, -6.10723, -1.70943], [0.72981, 5.09278, 1.37436], [-2.34858, -4.24767, 2.41491], [4.60620, -2.80435, -3.85228], [2.26669, 0.73298, -3.17585], [-0.16030, 1.59053, -0.68651], [3.44864, -1.24874, -0.78626], [-6.41031, -3.15172, 1.72369], [-1.89672, -2.36427, -0.52142], [-0.40178, 3.87623, 0.88415], [-6.27998, 0.20868, -0.97311], [4.70803, 0.71297, 6.39542], [4.20189, 2.95214, 2.16172], [4.24244, -1.43218, 2.78970], [7.59611, -0.51938, 0.22609], [-4.07576, 2.39519, -2.99365], [-4.83988, 0.88770, -4.79773], [-3.93609, -1.21613, -1.22684], [-0.78040, -0.24731, -5.54909], [-1.72744, -1.79508, 2.43888], [4.23992, -3.29606, 1.37299], [2.24162, 1.16866, 6.46804], [4.37932, -3.57551, -0.35693], [1.77033, -1.11111, 2.86183], [4.41193, 4.53272, 4.04964], [-0.39131, 4.46988, 2.58072], [7.35497, 1.28404, 0.24366], [2.77982, -3.35288, 0.25788], [-1.62107, 0.48047, -0.60100], [-0.01397, 1.55721, -3.99095], [2.34825, -1.67338, -3.44035], [3.18476, 1.89490, 3.09331], [-5.77883, -0.71140, 1.89622]], "forces_ev_per_angstrom": [[0.062, -0.069, 0.019], [0.046, 0.153, 0.062], [-0.149, 0.078, 0.094], [-0.029, 0.009, 0.063], [0.017, 0.084, -0.025], [-0.044, -0.075, 0.053], [0.088, -0.364, -0.209], [0.242, 0.277, -0.125], [-0.064, -0.106, -0.087], [0.000, -0.153, -0.186], [-0.797, 0.130, -0.114], [0.135, -0.791, -0.489], [-0.134, 0.416, 0.158], [0.432, 0.269, 0.260], [0.331, 0.302, -0.387], [-0.285, 0.614, -0.221], [0.043, 0.005, -0.186], [0.250, 0.109, 0.180], [0.156, 0.440, 0.117], [-0.614, -0.119, 0.511], [-0.645, -0.021, 0.963], [-0.165, -0.819, 0.088], [-0.775, -0.286, 0.284], [0.297, -0.070, 0.057], [0.229, -0.635, 0.164], [-0.163, 0.186, -0.056], [-0.222, -0.317, -0.106], [-0.040, -0.142, -0.704], [-0.475, -0.054, 0.221], [0.012, 0.312, -0.032], [-0.307, 0.250, -0.096], [0.285, 0.406, -0.737], [0.599, 0.324, -0.248], [0.114, -0.016, 0.152], [0.775, -0.504, 0.635], [-0.176, -0.088, -0.434], [-0.771, -0.067, 0.474], [-0.263, 0.015, -0.058], [0.079, 0.029, 0.116], [0.104, -0.496, 0.309], [0.395, 0.358, -0.215], [-0.340, -0.058, -0.146], [-0.147, 0.327, -0.445], [0.310, -0.510, 0.286], [0.093, 0.045, 0.387], [-0.251, 0.086, -0.094], [-0.388, 0.009, 0.238], [0.281, 0.296, 0.336], [0.459, 0.780, -0.354], [0.086, -0.043, -0.233], [0.087, -0.717, -0.450], [0.454, 0.089, -0.328], [0.254, -0.208, -0.806], [-0.236, 1.233, 0.360], [0.900, -0.231, -0.395], [0.352, 0.620, 0.328], [0.022, -0.693, -0.209], [0.157, -0.581, -0.027], [0.093, -0.140, 0.151], [0.103, 0.239, 0.099], [-0.314, 0.128, -0.080], [-0.028, -0.189, 0.062], [-0.072, 0.049, -0.294], [0.172, 0.340, 0.435], [0.095, 0.133, 0.014], [0.142, -0.140, 0.040], [-0.052, 0.014, 0.130], [-0.165, -0.165, 0.319], [-0.158, -0.011, 0.015], [-0.040, 0.024, 0.053], [0.041, 0.111, -0.045], [0.023, 0.149, -0.126], [-0.011, -0.075, 0.161], [0.087, -0.042, -0.182], [0.005, 0.034, -0.164], [0.010, -0.069, 0.229], [0.034, 0.057, 0.088], [-0.256, -0.029, -0.102], [0.027, 0.016, 0.243], [-0.293, 0.093, -0.265], [0.260, -0.209, -0.174], [-0.056, 0.109, 0.310], [0.224, -0.105, -0.269], [-0.132, -0.444, 0.232], [0.270, -0.050, -0.259], [-0.131, 0.097, 0.027], [-0.047, 0.156, -0.005], [-0.129, -0.130, 0.015], [0.269, 0.235, 0.044], [0.201, 0.143, -0.018], [-0.061, -0.015, 0.189], [0.101, 0.078, -0.320], [0.003, 0.122, -0.150], [0.036, -0.217, 0.052], [-0.325, -0.139, 0.147], [-0.046, -0.152, 0.095], [0.114, 0.099, 0.075], [-0.125, 0.260, -0.030], [-0.196, 0.034, 0.130], [-0.171, -0.081, -0.059], [0.160, 0.040, 0.017], [-0.068, -0.054, 0.514], [-0.036, 0.092, -0.118], [-0.027, -0.310, 0.149], [0.119, -0.156, -0.181], [-0.246, 0.149, 0.098], [-0.069, -0.097, -0.008]], "lumo_ha": 0.0107, "homo_lumo_gap_ev": 9.4, "max_force_ev_per_a": 1.3, "charge": 0, "multiplicity": 1}